1.
ORCA calculation (ωB97M-V/def2-TZVPD) on one molecule with the formula C4H6O2.

Results
Kohn-Sham gap = 10.9 eV
LUMO = 0.8 eV
Energy relative to the best compared isomer or geometry (same formula, charge and spin) = 40.5 kcal/mol
Calculated total energy = -306.44181 a.u.
Multiplicity = 1
Net charge = 0
HOMO level = -10.09 eV

Last column: Löwdin charge in e.
Geometry (Å):
1 C -0.92721 -1.05851 -0.20146  0.003
2 C 0.05979 0.02266 0.14470  -0.457
3 C 1.51543 -0.29778 -0.03513  -0.178
4 O 1.92407 -1.23594 -0.67503  0.074
5 C -0.28139 1.45555 0.10093  -0.087
6 O -0.18076 0.77463 1.33261  -0.009
7 H -0.96320 -1.79710 0.60476  0.096
8 H -1.92998 -0.64679 -0.33929  0.087
9 H -0.61341 -1.56811 -1.11605  0.088
10 H 2.19690 0.41582 0.47536  0.141
11 H 0.48949 2.20514 -0.08354  0.119
12 H -1.28975 1.73042 -0.20787  0.122

***

2.
ORCA calculation (ωB97M-V/def2-TZVPD) on one molecule with the formula C14H26N2O4S.

Results
Kohn-Sham gap = 10.1 eV
LUMO = 0.7 eV
Energy relative to the best compared isomer or geometry (same formula, charge and spin) = 0.0 kcal/mol
Calculated total energy = -1357.73725 a.u.
Multiplicity = 1
Net charge = 0
HOMO level = -9.44 eV

Last column: Löwdin charge in e.
Geometry (Å):
1 C -1.98106 -4.90599 1.62912  -0.104
2 C -2.41133 -4.03005 0.45983  -0.288
3 C -1.51700 -2.81378 0.32448  -0.220
4 S -1.76173 -1.71951 1.77200  0.639
5 O -0.82381 -2.08332 2.79540  -0.295
6 O -3.15506 -1.69085 2.10247  -0.281
7 N -1.34618 -0.19219 1.27331  -0.243
8 C -2.22508 0.44545 0.31993  -0.197
9 C -2.01408 1.95803 0.35763  -0.112
10 C -0.54065 2.32347 0.14570  -0.226
11 C -0.07297 2.04936 -1.28487  -0.467
12 O -0.66194 1.34535 -2.08115  0.063
13 N 1.07155 2.69535 -1.59481  0.083
14 C 1.77757 2.50980 -2.83786  -0.112
15 C 3.05414 1.68582 -2.62765  -0.309
16 C 2.79017 0.22468 -2.19711  -0.107
17 C 3.60946 0.05507 -0.91135  -0.140
18 C 4.54812 1.26471 -0.95811  -0.196
19 O 3.80777 2.28764 -1.58442  -0.111
20 C 0.32877 1.54147 1.14267  -0.113
21 C 0.05243 0.04451 1.02050  -0.199
22 H -0.97641 -5.29252 1.47033  0.079
23 H -1.98373 -4.32178 2.54506  0.060
24 H -2.66134 -5.74593 1.74529  0.074
25 H -3.43124 -3.67922 0.62643  0.103
26 H -2.39138 -4.60607 -0.46964  0.112
27 H -0.46216 -3.07285 0.32177  0.104
28 H -1.76962 -2.22154 -0.55106  0.095
29 H -3.24385 0.18819 0.61034  0.120
30 H -2.03319 0.08932 -0.70086  0.112
31 H -2.33232 2.33882 1.32901  0.124
32 H -2.62387 2.41851 -0.42028  0.125
33 H -0.41347 3.39641 0.32948  0.147
34 H 1.58976 3.18167 -0.87981  0.142
35 H 1.10935 1.99446 -3.52987  0.129
36 H 2.04520 3.48918 -3.24409  0.127
37 H 3.64274 1.70500 -3.55837  0.148
38 H 3.12047 -0.46309 -2.97353  0.114
39 H 1.72813 0.06103 -2.02652  0.094
40 H 2.96770 0.11177 -0.03212  0.092
41 H 4.15796 -0.88314 -0.88120  0.110
42 H 5.44519 1.03208 -1.55053  0.124
43 H 4.85238 1.62735 0.02405  0.123
44 H 1.38891 1.73857 0.97201  0.107
45 H 0.07615 1.85733 2.15576  0.128
46 H 0.60857 -0.52112 1.76946  0.119
47 H 0.33542 -0.30710 0.01513  0.122

***

3.
ORCA calculation (ωB97M-V/def2-TZVPD) on a 4-piece molecular cluster, C2H11NO3 overall.

Results
Kohn-Sham gap = 10.8 eV
LUMO = 0.5 eV
Energy relative to the best compared isomer or geometry (same formula, charge and spin) = 26.3 kcal/mol
Calculated total energy = -363.23248 a.u.
Multiplicity = 1
Net charge = 0
HOMO level = -10.31 eV

Last column: Löwdin charge in e.
Geometry (Å):
1 C 0.97057 0.00126 0.41270  -0.079
2 N -0.05432 -0.43588 -0.18119  -0.093
3 C -1.33116 -0.12106 0.48031  -0.122
4 H 1.98156 -0.24822 0.08590  0.076
5 H 0.95420 0.71088 1.24777  0.075
6 H -1.22310 0.71578 1.16988  0.048
7 H -1.67036 -1.01622 1.00261  0.077
8 H -2.08968 0.09829 -0.27131  0.077
9 O 1.35598 -3.55204 1.10900  -0.063
10 H 1.47476 -2.60843 1.26798  0.005
11 H 0.53355 -3.58853 0.60782  0.031
12 O -0.24935 0.82198 -2.95050  -0.079
13 H -0.16595 0.55557 -2.02062  -0.022
14 H 0.02684 0.01327 -3.39869  0.035
15 O -0.59150 3.00354 1.21931  -0.050
16 H -0.20353 3.30447 0.39587  0.043
17 H -0.89040 3.79630 1.66252  0.038

***

4.
ORCA calculation (ωB97M-V/def2-TZVPD) on one molecule with the formula C3H5ClN2S.

Results
Kohn-Sham gap (spin up / spin down) = 8.0 / 8.0 eV
LUMO (spin up / spin down) = -0.2 / -0.2 eV
Energy relative to the best compared isomer or geometry (same formula, charge and spin) = 78.9 kcal/mol
Calculated total energy = -1085.05329 a.u.
Multiplicity = 1
Net charge = 0
HOMO level (spin up / spin down) = -8.20 / -8.20 eV

Last column: Löwdin charge in e.
Geometry (Å):
1 C -1.48635 -0.79730 1.50141  -0.347
2 C 0.45569 0.50096 -0.48432  -0.739
3 C 1.87802 0.26692 -0.85447  -0.060
4 N -0.38126 -0.18383 -1.13925  -0.099
5 N -1.73381 -0.23562 -1.10961  -0.434
6 S -2.52363 -0.56132 0.19375  0.928
7 Cl -0.10380 1.64968 0.75443  0.660
8 H -2.10914 -0.87898 2.32938  -0.028
9 H -0.51300 -0.55542 1.34304  -0.096
10 H 2.37249 1.12092 -1.36621  0.103
11 H 1.81100 -0.61053 -1.31266  0.029
12 H 2.33379 0.28452 0.14451  0.082

***

5.
ORCA calculation (ωB97M-V/def2-TZVPD) on an isolated ion of composition C6H12N and charge +1.

Results
Kohn-Sham gap = 10.3 eV
LUMO = -3.3 eV
Energy relative to the best compared isomer or geometry (same formula, charge and spin) = 74.8 kcal/mol
Calculated total energy = -290.20272 a.u.
Multiplicity = 1
Net charge = +1
HOMO level = -13.58 eV

Last column: Löwdin charge in e.
Geometry (Å):
1 C 1.80645 1.51217 -0.06159  0.059
2 C 0.49286 1.37382 -0.20781  -0.083
3 C -0.38228 0.23105 0.18105  -0.392
4 N 0.08780 -1.04450 0.68476  0.089
5 C 1.09936 -1.61307 -0.28623  0.021
6 C -1.62070 -0.02751 -0.72188  -0.038
7 C -1.81666 0.64994 0.58849  -0.035
8 H 2.19429 2.46560 -0.39235  0.080
9 H 2.38932 0.91134 0.56098  0.046
10 H 0.02701 2.11359 -0.63627  0.064
11 H 0.62879 -0.85594 1.51937  0.186
12 H -0.83760 -1.47182 0.84384  0.189
13 H 0.44823 -1.83746 -1.15949  0.117
14 H 2.02328 -1.10724 -0.56526  0.103
15 H 1.45949 -2.65663 -0.10538  0.119
16 H -1.85015 -0.99452 -0.79221  0.060
17 H -1.83829 0.65106 -1.65360  0.178
18 H -2.10625 1.63303 0.71639  0.095
19 H -2.20493 0.06708 1.48718  0.142

***

6.
ORCA calculation (ωB97M-V/def2-TZVPD) on one molecule with the formula C5H11NO.

Results
Kohn-Sham gap = 9.7 eV
LUMO = 0.8 eV
Energy relative to the best compared isomer or geometry (same formula, charge and spin) = 63.3 kcal/mol
Calculated total energy = -327.03055 a.u.
Multiplicity = 1
Net charge = 0
HOMO level = -8.92 eV

Last column: Löwdin charge in e.
Geometry (Å):
1 C -1.22523 -1.63482 -0.47903  -0.079
2 C -0.15554 -0.75289 -1.02259  -0.470
3 C -0.37085 0.72339 -0.92252  -0.105
4 C 0.94293 0.74083 -0.12981  -0.341
5 C 0.98366 1.21087 1.26720  -0.230
6 O -0.07451 0.53796 1.98246  -0.123
7 N 1.09765 -0.75094 -0.22699  0.040
8 H -1.45099 -1.27041 0.51797  0.062
9 H -0.63733 -2.61960 -0.53337  0.101
10 H -2.15584 -1.86473 -1.17216  0.117
11 H -0.01049 -1.00614 -2.11358  0.144
12 H -0.35348 1.27962 -1.90865  0.128
13 H -1.19315 1.03871 -0.28409  0.096
14 H 1.74971 1.24743 -0.69221  0.140
15 H 1.92770 0.86415 1.77882  0.142
16 H 0.95580 2.25590 1.37018  0.100
17 H -0.91748 1.16746 1.83001  0.156
18 H 0.88746 -1.16678 0.73838  0.123

***

Among the records above, which one has the highest net charge? C6H12N

***

Which of these has the highest energy relative to the best compared isomer or geometry (same formula, charge and spin)? C3H5ClN2S

***

What is the formula in the fourth record? C3H5ClN2S